1.
Here is a molecular structure, C35H31F9N6O2PPdS3 from the OMol25 dataset. Energies are from ωB97M-V with the def2-TZVPD basis set.

Last column: Mulliken charge in e.
Geometry (Å):
H  -3.775  -2.111  1.583  0.42
C  2.587  3.316  0.139  0.13
H  1.043  4.840  -3.635  0.19
F  5.936  -4.231  1.974  -0.25
O  0.970  4.671  -0.993  -0.89
H  1.137  -0.853  -2.397  0.53
C  5.867  -3.431  0.893  0.84
N  -3.574  0.099  0.111  -0.11
F  -3.658  -2.439  -4.726  -0.26
S  -4.352  2.540  0.401  -0.06
C  -4.766  -2.282  1.194  0.14
C  -1.662  -2.401  -3.476  0.35
C  -0.312  -2.859  2.218  0.05
C  -1.534  -1.049  3.941  -1.11
H  5.013  4.935  -1.556  0.43
H  2.592  -0.335  1.977  0.72
C  3.003  5.346  -3.586  0.70
N  1.860  5.004  -4.204  -0.36
C  -5.360  -3.529  1.266  -0.84
N  2.492  2.121  0.996  -0.32
C  4.182  5.640  -1.443  -0.93
N  -4.824  0.056  0.570  0.36
C  -0.795  -3.292  3.444  -1.18
F  -1.754  -1.970  6.590  -0.27
C  -1.406  -2.385  4.297  0.27
H  -2.113  -2.478  -0.131  0.14
H  2.750  6.202  0.039  0.39
C  -7.314  -2.662  0.170  -0.75
N  4.053  5.753  -4.313  -0.37
H  -4.829  -4.350  1.730  0.44
F  6.225  -4.165  -0.172  -0.27
C  -6.638  -3.720  0.761  -0.53
H  1.624  -3.269  -0.988  0.44
C  -0.426  -1.771  -3.534  -1.02
C  2.885  -1.186  1.373  -0.98
H  -2.028  -0.357  4.611  0.45
C  -1.029  -0.617  2.725  -0.36
F  -2.354  -4.159  -4.881  -0.25
H  4.579  3.842  0.702  0.38
H  -0.690  -4.328  3.735  0.48
H  0.038  -1.576  -4.491  0.46
H  -3.237  -3.140  -2.222  0.50
C  1.156  3.907  -0.016  0.57
C  0.187  -1.374  -2.360  -0.48
H  -7.102  -4.695  0.820  0.42
H  4.423  6.294  0.577  0.44
C  -1.640  -2.279  -1.081  -0.29
H  2.900  2.982  -0.852  0.27
C  -5.462  -1.223  0.632  0.28
H  -8.303  -2.818  -0.239  0.40
C  3.598  4.329  0.706  -0.81
C  -0.425  -1.521  1.848  0.10
C  -5.435  1.257  0.855  0.09
C  4.493  -2.840  0.739  0.26
H  3.865  -4.268  -0.729  0.47
H  3.335  4.519  1.750  0.44
Pd  0.207  1.419  0.464  -0.33
H  4.535  6.635  -1.734  0.67
H  2.355  2.417  1.957  0.24
C  1.977  -1.713  0.453  0.22
F  6.797  -2.469  1.052  -0.26
H  3.346  1.577  0.952  0.26
C  -6.732  -1.408  0.099  -0.32
F  -1.799  -2.292  -5.835  -0.28
C  -2.267  -2.659  -2.256  -0.81
F  -1.514  -4.038  5.983  -0.27
H  -1.084  0.432  2.458  0.51
N  3.060  5.246  -2.284  0.04
H  0.172  -3.563  1.552  0.54
H  1.727  5.154  -5.187  0.19
H  2.158  5.003  -1.758  0.33
C  3.713  5.690  0.011  -1.21
C  -0.414  -1.628  -1.126  0.24
C  -3.152  1.330  -0.075  0.09
H  4.938  5.925  -3.871  0.19
H  -7.252  -0.591  -0.377  0.52
H  4.021  5.774  -5.316  0.20
O  0.312  3.582  0.852  -0.80
F  -3.336  -2.969  5.500  -0.25
C  -2.367  -2.820  -4.737  0.83
C  -1.996  -2.846  5.603  0.80
P  0.365  -0.867  0.328  1.64
C  2.329  -2.832  -0.293  0.17
S  -6.907  1.487  1.548  -0.17
C  4.140  -1.745  1.520  -1.08
C  3.587  -3.399  -0.148  -1.00
S  -1.763  1.812  -0.902  -0.24
H  4.849  -1.332  2.225  0.44

Summary:
Charge: +1
LUMO (spin up / spin down) (Eh): -0.07954 / -0.20055
Spin multiplicity: 3
Total energy (hartree): -4393.86587
HOMO (spin up / spin down) (eV): -9.59 / -10.50
Kohn-Sham gap (spin up / spin down) (eV): 7.4253 / 5.0390
Relative energy (zero: lowest compared OMol25 entry of this formula, charge and spin) (kJ/mol): 0.0
F_max (eV Å⁻¹): 1.49

2.
Here is a molecular structure, C35H31MoN2O4 from the OMol25 dataset. Energies are from ωB97M-V with the def2-TZVPD basis set.

Last column: Mulliken charge in e.
Geometry (Å):
H  1.886  -1.445  2.657  0.28
H  -1.700  -0.295  -1.253  -0.53
H  -1.082  -3.714  -1.157  0.42
H  5.124  5.938  -2.320  0.41
H  4.442  -0.820  1.455  0.34
H  3.978  -2.294  2.332  0.38
C  0.624  0.040  -3.258  -0.93
C  3.898  3.194  -0.758  -0.16
C  -0.503  2.252  1.190  0.38
H  -3.686  -2.917  1.475  0.46
Mo  1.291  -0.318  0.223  0.30
C  1.314  0.683  -2.227  0.30
C  3.043  5.454  -2.120  -1.13
H  -3.225  0.250  2.963  0.51
C  -2.661  2.196  2.237  -0.91
C  -2.613  -0.713  -0.856  1.13
C  2.540  3.417  -0.935  -0.63
O  -0.142  -1.486  0.067  0.11
H  -0.980  3.063  -1.467  0.41
H  1.265  3.396  1.434  0.63
C  4.401  5.233  -1.933  -0.49
O  2.173  1.394  0.327  -0.48
C  -0.928  -4.135  2.192  -0.04
C  -0.808  -5.592  -0.163  -0.96
H  2.625  0.008  2.497  0.28
C  -1.045  -3.480  0.973  -0.28
C  2.118  4.549  -1.626  -0.06
C  -1.658  2.901  1.601  -0.87
H  1.062  4.725  -1.800  0.33
N  2.409  -0.860  2.012  -0.33
H  5.882  3.921  -1.111  0.44
H  -2.127  1.998  -3.342  0.51
H  1.084  -0.799  -3.763  0.48
C  4.825  4.102  -1.254  -0.91
C  0.739  1.765  -1.549  0.08
H  -0.560  -7.317  1.093  0.44
H  -1.917  -1.608  2.872  0.87
H  -0.176  -1.458  2.658  0.24
C  -0.614  0.506  -3.656  -0.53
H  -3.880  0.362  -2.210  0.37
C  -0.986  -4.222  -0.205  -0.27
C  -3.840  -0.346  -1.391  -0.74
C  -3.728  -2.179  0.681  -0.59
C  -2.476  0.845  2.461  -0.98
N  -0.351  0.919  1.356  0.67
H  2.351  0.419  -2.051  0.48
C  0.604  3.099  0.614  -1.30
H  -0.980  -3.592  3.127  0.37
C  -1.143  -1.242  2.199  -1.52
C  -1.320  0.236  2.006  0.18
O  2.709  -1.398  -0.558  -0.55
H  -5.969  -0.601  -1.305  0.44
C  3.372  -2.238  0.253  0.53
O  3.691  -3.359  0.011  -0.54
H  -5.863  -2.246  0.541  0.43
C  -2.551  -1.627  0.183  -0.74
C  -0.756  -5.515  2.234  -1.09
H  -0.761  -6.157  -1.084  0.43
H  0.177  4.021  0.222  0.47
H  -0.675  -6.016  3.190  0.44
C  -0.514  2.222  -1.963  -0.50
C  -5.013  -0.886  -0.887  -0.69
H  -1.750  3.964  1.429  0.50
C  -1.168  1.614  -3.019  -0.99
H  -1.144  0.023  -4.466  0.45
H  2.704  6.330  -2.656  0.42
C  -0.694  -6.244  1.060  -0.47
C  -1.228  -1.975  0.850  3.28
C  -4.953  -1.807  0.152  -0.95
C  3.658  -1.563  1.595  -0.43
H  4.229  2.311  -0.230  0.34
H  -3.566  2.692  2.560  0.46
C  1.516  2.422  -0.405  2.65

Summary:
Charge: +1
LUMO (spin up / spin down) (Eh): -0.11480 / -0.13919
Spin multiplicity: 3
Total energy (hartree): -1830.90453
HOMO (spin up / spin down) (eV): -11.30 / -11.46
Kohn-Sham gap (spin up / spin down) (eV): 8.1802 / 7.6744
F_max (eV Å⁻¹): 0.78